Entry 1:
Computed, not measured: 2 unconnected molecules or ions with the total composition C14H16, with the ωB97M-V functional and the def2-TZVPD basis.

Lowest unoccupied orbital energy   0.93 eV
SMILES   Cc1ccccc1.Cc1ccccc1

Last column: Löwdin charge in e.
Geometry (Å):
C 1.107 3.347 -2.861  -0.06
C 0.878 1.850 -2.930  -0.29
C 1.716 1.074 -3.728  -0.06
C 1.579 -0.322 -3.780  -0.07
C 0.671 -0.900 -2.888  -0.11
C -0.023 -0.171 -1.973  -0.09
C -0.008 1.216 -2.054  -0.05
H 0.214 3.863 -2.521  0.07
H 1.201 3.729 -3.890  0.08
H 2.086 3.506 -2.421  0.08
H 2.476 1.547 -4.341  0.11
H 2.139 -0.954 -4.448  0.10
H 0.565 -1.975 -3.005  0.10
H -0.667 -0.518 -1.171  0.09
H -0.608 1.885 -1.449  0.11
C -0.784 0.228 4.635  -0.05
C -0.815 -0.688 3.412  -0.29
C 0.154 -1.680 3.290  -0.05
C 0.129 -2.449 2.136  -0.08
C -0.951 -2.371 1.233  -0.11
C -2.034 -1.567 1.545  -0.09
C -1.896 -0.621 2.570  -0.06
H -1.713 0.132 5.197  0.08
H -0.777 1.248 4.236  0.08
H 0.048 0.161 5.329  0.07
H 0.926 -1.948 3.995  0.11
H 0.827 -3.253 1.934  0.10
H -0.902 -2.949 0.325  0.09
H -2.963 -1.644 0.997  0.10
H -2.573 0.221 2.626  0.11

=====

Entry 2:
Computed, not measured: a single C4H7BO molecule, with the ωB97M-V functional and the def2-TZVPD basis.

Lowest unoccupied orbital energy (spin up / spin down)   0.18 / 0.11 eV

Last column: Löwdin charge in e.
Geometry (Å):
B -1.432 0.282 -0.095  -0.16
C 0.891 1.883 -0.107  0.03
C 1.545 0.799 0.212  -0.30
C -0.602 -1.019 0.002  -0.13
C 0.959 -0.644 -0.119  -0.23
O -2.739 0.585 -0.021  0.15
H 0.891 3.018 0.064  0.04
H 2.609 0.561 0.576  0.10
H -0.745 -1.362 1.066  0.12
H -0.791 -1.898 -0.581  0.08
H 1.201 -0.639 -1.232  0.11
H 1.573 -1.433 0.326  0.08
H -3.360 -0.133 -0.091  0.10

=====

Entry 3:
Computed, not measured: 2 unconnected molecules or ions with the total composition C2HNO2S, with the ωB97M-V functional and the def2-TZVPD basis.

Lowest unoccupied orbital energy   0.25 eV

Last column: Löwdin charge in e.
Geometry (Å):
C -0.869 -1.746 0.279  -0.89
C -0.011 2.547 -1.172  0.02
N 0.464 1.768 -0.461  -0.17
O -0.520 -1.258 -0.711  0.09
O 1.029 0.962 0.434  0.02
S -1.293 -2.377 1.614  0.83
H 1.201 0.103 0.018  0.11

=====

Entry 4:
Computed, not measured: 2 unconnected molecules or ions with the total composition C4H4F2, with the ωB97M-V functional and the def2-TZVPD basis.

Lowest unoccupied orbital energy (spin up / spin down)   -0.38 / -0.49 eV

Last column: Löwdin charge in e.
Geometry (Å):
C 1.513 0.115 -2.205  -0.02
C -1.148 0.618 2.337  -0.02
C 0.635 -0.337 -1.383  -0.11
C -1.203 -0.103 1.215  -0.07
F 0.112 -1.555 -1.196  0.02
F -1.348 -1.427 0.860  -0.01
H 2.110 -0.445 -2.885  0.05
H 1.741 1.163 -2.283  0.05
H -1.453 0.235 3.260  0.03
H -0.959 1.735 2.280  0.08

=====

Entry 5:
Computed, not measured: a molecular structure, C25H44IrO2P2, with the ωB97M-V functional and the def2-TZVPD basis.

2S+1   6
Charge   +2
Lowest unoccupied orbital energy (spin up / spin down)   -6.98 / -8.89 eV

Last column: Löwdin charge in e.
Geometry (Å):
Ir -0.846 -0.619 -4.915  1.33
C -0.621 -1.938 0.408  -0.13
C 0.744 -2.170 0.074  -0.14
C 0.671 -0.505 1.664  -0.12
C -0.662 -0.929 1.410  -0.12
C 1.539 -1.265 0.825  -0.14
C -1.794 -2.633 -0.152  0.01
H -1.640 -2.907 -1.204  0.06
H -2.686 -1.994 -0.095  0.09
H -2.017 -3.557 0.404  0.13
C -1.874 -0.452 2.089  0.01
H -2.630 -0.114 1.366  0.10
H -1.638 0.390 2.749  0.10
H -2.324 -1.251 2.700  0.12
C 1.058 0.519 2.644  0.01
H 0.761 0.213 3.660  0.12
H 0.561 1.483 2.440  0.08
H 2.142 0.678 2.645  0.09
C 3.010 -1.176 0.776  0.00
H 3.480 -1.910 1.451  0.12
H 3.358 -0.181 1.083  0.08
H 3.386 -1.378 -0.236  0.09
C 1.269 -3.179 -0.864  0.00
H 1.867 -3.939 -0.337  0.12
H 1.924 -2.724 -1.623  0.10
H 0.456 -3.699 -1.381  0.08
C -1.957 0.611 -5.962  -0.31
C -2.022 -0.765 -6.456  -0.30
C -1.229 -1.178 -7.682  -0.15
C 0.306 -1.278 -7.433  -0.15
C 0.719 -1.007 -5.997  -0.30
C 0.755 0.361 -5.476  -0.32
C 0.405 1.527 -6.380  -0.16
C -1.114 1.646 -6.680  -0.16
H -1.445 -0.504 -8.525  0.12
H 0.857 -0.622 -8.122  0.12
H -1.589 -2.176 -7.984  0.12
H -1.296 1.603 -7.766  0.13
H -2.861 0.978 -5.476  0.12
H -2.985 -1.256 -6.291  0.14
H -1.461 2.642 -6.359  0.12
H 0.746 2.453 -5.890  0.11
H 1.493 0.556 -4.696  0.10
H 0.980 1.455 -7.316  0.13
H 0.621 -2.307 -7.666  0.12
H 1.445 -1.689 -5.549  0.13
P -0.948 0.726 -2.327  0.89
P 1.242 1.877 -1.086  0.93
C -0.766 2.428 -2.952  -0.46
C 0.538 3.026 -2.377  -0.36
H -1.644 2.976 -2.576  0.09
H -0.773 2.461 -4.054  0.06
H 1.304 3.175 -3.151  0.08
H 0.326 3.987 -1.889  0.10
C 1.903 3.142 0.064  -0.22
H 2.747 2.720 0.625  0.05
H 1.093 3.429 0.767  0.02
H 2.234 4.017 -0.513  0.07
C 2.807 1.366 -1.905  -0.24
H 3.214 2.213 -2.474  0.07
H 2.621 0.514 -2.572  0.03
H 3.523 1.060 -1.129  0.04
C -2.767 0.633 -2.372  -0.31
H -3.062 -0.422 -2.294  0.02
H -3.182 1.046 -3.303  0.04
H -3.120 1.187 -1.492  0.04
C -1.116 -2.195 -3.758  -0.26
H -0.365 -2.210 -2.959  -0.01
H -0.969 -3.055 -4.427  0.04
H -2.135 -2.209 -3.357  0.03
O -0.555 3.294 1.681  -0.08
C -1.558 3.016 0.982  -0.49
O -1.663 2.132 0.072  -0.11
H -2.484 3.613 1.173  0.15

=====

Entry 6:
Computed, not measured: 11 unconnected molecules or ions with the total composition C33H50ClNO30P, with the ωB97M-V functional and the def2-TZVPD basis.

Charge   +1
Lowest unoccupied orbital energy   -2.73 eV

Last column: Löwdin charge in e.
Geometry (Å):
N -5.504 2.101 1.631  -0.13
P -4.228 1.585 0.674  1.00
C -2.765 2.634 0.778  -0.29
C -1.678 2.236 1.818  -0.29
C -1.720 0.826 2.331  -0.59
Cl -1.391 -0.342 1.017  0.62
H -5.303 2.985 2.082  0.07
H -5.754 1.403 2.322  0.07
H -3.992 0.236 0.934  0.02
H -4.671 1.669 -0.633  0.01
H -3.112 3.632 1.017  0.10
H -2.341 2.668 -0.218  0.09
H -1.656 2.944 2.633  0.12
H -0.728 2.346 1.313  0.10
H -0.911 0.707 3.036  0.06
H -2.626 0.559 2.861  0.07
C 2.279 -0.115 0.506  -0.11
C 3.046 0.184 1.768  -0.10
O 4.329 0.586 1.267  0.08
C 4.163 1.025 0.001  -0.58
O 4.993 1.577 -0.644  0.16
O 2.908 0.757 -0.444  0.04
H 1.226 0.120 0.624  0.07
H 2.393 -1.148 0.169  0.14
H 2.604 1.012 2.316  0.10
H 3.141 -0.676 2.426  0.14
C -8.187 3.373 -0.431  -0.13
C -8.379 1.911 -0.753  -0.12
O -9.264 1.955 -1.876  0.06
C -9.126 3.165 -2.473  -0.58
O -9.576 3.444 -3.536  0.16
O -8.374 3.994 -1.714  0.06
H -7.200 3.595 -0.040  0.11
H -8.934 3.747 0.259  0.12
H -7.448 1.424 -1.064  0.12
H -8.817 1.349 0.066  0.13
C 3.849 4.081 3.669  -0.09
C 3.826 3.857 5.167  -0.09
O 2.500 3.340 5.376  0.08
C 2.077 2.796 4.224  -0.58
O 1.090 2.135 4.099  0.14
O 2.915 3.090 3.207  0.04
H 4.826 3.921 3.223  0.14
H 3.482 5.067 3.384  0.14
H 4.548 3.107 5.490  0.14
H 3.975 4.767 5.740  0.14
C -8.834 6.005 4.061  -0.10
C -9.246 4.960 5.072  -0.10
O -9.344 3.773 4.260  0.08
C -8.571 3.944 3.179  -0.58
O -8.303 3.082 2.392  0.11
O -8.129 5.210 3.085  0.07
H -8.190 6.769 4.472  0.11
H -9.688 6.476 3.570  0.14
H -8.490 4.800 5.838  0.12
H -10.197 5.174 5.550  0.14
C -9.518 8.488 8.984  -0.10
C -9.309 7.080 9.500  -0.10
O -8.796 6.409 8.338  0.06
C -8.239 7.336 7.530  -0.56
O -7.581 7.080 6.569  0.14
O -8.528 8.581 7.949  0.08
H -9.355 9.252 9.738  0.14
H -10.504 8.630 8.539  0.14
H -8.562 7.029 10.292  0.14
H -10.224 6.606 9.842  0.14
C -5.780 3.237 -4.624  -0.08
C -6.067 1.796 -4.982  -0.08
O -4.986 1.102 -4.322  0.09
C -4.554 1.868 -3.319  -0.59
O -3.757 1.520 -2.488  0.08
O -5.097 3.093 -3.358  0.06
H -6.672 3.842 -4.514  0.13
H -5.105 3.722 -5.329  0.14
H -7.015 1.440 -4.576  0.14
H -6.044 1.604 -6.050  0.14
C 4.527 0.606 -4.193  -0.10
C 4.152 -0.415 -3.143  -0.12
O 4.101 -1.632 -3.905  0.05
C 4.875 -1.471 -5.005  -0.60
O 5.177 -2.348 -5.747  0.16
O 5.265 -0.186 -5.135  0.07
H 5.141 1.412 -3.802  0.13
H 3.656 1.030 -4.696  0.14
H 4.917 -0.512 -2.371  0.13
H 3.196 -0.215 -2.675  0.12
C 7.451 -3.106 -3.737  -0.11
C 7.319 -4.582 -4.034  -0.10
O 8.518 -5.112 -3.446  0.04
C 8.935 -4.254 -2.484  -0.57
O 9.797 -4.497 -1.704  0.16
O 8.233 -3.101 -2.532  0.07
H 6.494 -2.628 -3.573  0.11
H 7.995 -2.569 -4.514  0.14
H 6.455 -5.032 -3.542  0.14
H 7.277 -4.803 -5.096  0.14
C 10.491 -7.697 -1.409  -0.11
C 9.580 -8.134 -2.536  -0.12
O 10.223 -9.328 -3.006  0.03
C 10.975 -9.829 -1.990  -0.57
O 11.493 -10.896 -2.006  0.17
O 11.045 -8.947 -0.969  0.07
H 9.966 -7.203 -0.598  0.13
H 11.298 -7.050 -1.752  0.13
H 8.576 -8.391 -2.188  0.14
H 9.505 -7.398 -3.329  0.12
C 8.292 -11.295 -6.078  -0.11
C 8.289 -11.468 -4.575  -0.11
O 6.961 -11.953 -4.329  0.06
C 6.504 -12.533 -5.465  -0.57
O 5.507 -13.171 -5.545  0.17
O 7.341 -12.278 -6.502  0.06
H 9.263 -11.481 -6.528  0.13
H 7.938 -10.309 -6.387  0.13
H 9.008 -12.216 -4.239  0.14
H 8.466 -10.543 -4.039  0.11

=====

Entry 7:
Computed, not measured: a single C3H4N2O molecule, with the ωB97M-V functional and the def2-TZVPD basis.

Lowest unoccupied orbital energy   0.82 eV
SMILES   O=c1[nH]cc[nH]1

Last column: Löwdin charge in e.
Geometry (Å):
O 2.424 0.504 0.423  0.13
C 1.294 0.338 0.095  -0.34
N 0.410 -1.174 -0.154  0.07
C -0.868 -0.754 0.007  -0.23
C -1.010 0.586 0.032  -0.16
N 0.270 1.210 -0.129  0.05
H 0.479 -2.203 -0.249  0.12
H -1.708 -1.429 0.167  0.11
H -1.693 1.064 0.717  0.09
H 0.402 1.858 -0.909  0.16

=====

Entry 8:
Computed, not measured: a single C4H6N2O molecule, with the ωB97M-V functional and the def2-TZVPD basis.

Lowest unoccupied orbital energy   0.87 eV
SMILES   O=C1NC[C@H]2CN12

Last column: Löwdin charge in e.
Geometry (Å):
O -2.303 -1.384 0.327  0.08
C -1.343 -0.681 0.137  -0.47
N -1.164 0.632 0.573  0.07
C 0.165 1.143 0.385  -0.16
C 0.632 0.206 -0.705  -0.26
C 1.186 -1.133 -0.377  -0.05
N -0.233 -0.959 -0.788  0.05
H -1.770 1.167 1.172  0.14
H 0.747 1.163 1.315  0.12
H 0.182 2.164 -0.006  0.11
H 0.644 0.763 -1.643  0.14
H 1.945 -1.584 -1.036  0.11
H 1.312 -1.498 0.645  0.12

=====

Entry 9:
Computed, not measured: 2 unconnected molecules or ions with the total composition CH6S, with the ωB97M-V functional and the def2-TZVPD basis.

Lowest unoccupied orbital energy   0.85 eV
SMILES   C.S

Last column: Löwdin charge in e.
Geometry (Å):
C 0.843 0.627 1.186  -0.05
H 1.659 0.437 0.497  0.02
H 1.111 0.239 2.174  0.02
H -0.174 0.291 0.970  0.01
H 0.803 1.709 1.295  0.01
S -1.809 -1.183 -2.462  0.44
H -1.756 -0.269 -1.421  -0.21
H -0.677 -1.851 -2.239  -0.24

=====

Number 1: total energy -14776.830 eV. Number 2: total energy -6981.264 eV. Number 3: total energy -18507.238 eV. Number 4: total energy -9640.721 eV. Number 5: total energy -52127.136 eV. Number 6: total energy -119753.422 eV. Number 7: total energy -8201.602 eV. Number 8: total energy -9271.603 eV. Number 9: total energy -11969.184 eV.